[1]
Formula: C5H10O
Source: the OMol25 dataset
Level of theory: ωB97M-V with the def2-TZVPD basis set

Last column: natural (NBO) charge in e.
CARTESIAN COORDINATES (ANGSTROEM)
C -1.324 -2.359 1.223  -0.3824
C -0.338 -2.084 0.325  -0.2147
C 0.526 -0.975 0.057  -0.0307
C 0.252 0.240 0.556  -0.3526
C 2.063 -1.118 -0.364  -0.6334
H -1.720 -1.497 1.786  0.1822
H -1.973 -3.245 1.170  0.2155
H 0.134 -3.021 -0.190  0.1941
H 0.686 1.150 0.406  0.1966
H -0.616 0.134 1.112  0.1783
H 2.579 -2.000 0.057  0.2163
H 2.224 -1.115 -1.404  0.2135
H 2.582 -0.326 0.197  0.2172
O -2.004 5.553 -1.556  -0.9730
H -1.661 4.746 -1.072  0.4858
H -1.408 5.916 -2.303  0.4872

Results
HOMO energy	-8.765	eV
energy above the lowest of the compared OMol25 structures with the same formula, charge and spin	70.3	kcal/mol
frontier orbital gap	9.28	eV

[2]
Formula: C5H10O
Source: the OMol25 dataset
Level of theory: ωB97M-V with the def2-TZVPD basis set

Last column: natural (NBO) charge in e.
CARTESIAN COORDINATES (ANGSTROEM)
C -1.929 -1.776 -0.455  -0.7990
C -0.738 -1.848 -1.003  0.7290
O 0.322 -1.927 -1.489  -0.4639
H -2.303 -0.833 -0.077  0.2668
H -2.526 -2.676 -0.405  0.2660
C -0.266 1.441 -0.311  -0.6135
C 0.374 0.625 0.814  -0.4014
C 1.865 0.398 0.578  -0.6081
H -1.344 1.581 -0.164  0.2037
H -0.116 0.974 -1.294  0.2024
H 0.192 2.436 -0.354  0.2076
H 0.226 1.153 1.765  0.1973
H -0.130 -0.340 0.926  0.1954
H 2.040 -0.156 -0.352  0.2096
H 2.318 -0.171 1.397  0.2088
H 2.391 1.358 0.501  0.1994

Results
HOMO energy	-9.370	eV
energy above the lowest of the compared OMol25 structures with the same formula, charge and spin	26.9	kcal/mol
frontier orbital gap	10.33	eV

[3]
Formula: C5H10O
Source: the OMol25 dataset
Level of theory: ωB97M-V with the def2-TZVPD basis set

Last column: natural (NBO) charge in e.
CARTESIAN COORDINATES (ANGSTROEM)
C -1.894 -0.320 1.244  -0.6650
C -0.461 -0.640 0.694  0.5617
O -0.819 -1.549 -0.024  -0.5451
C 0.646 0.318 0.117  -0.2960
C 0.006 0.904 -1.166  -0.6009
C 1.938 -0.433 -0.229  -0.6081
H -2.155 -0.995 2.063  0.2323
H -1.804 0.714 1.487  0.1905
H -2.685 -0.419 0.458  0.2276
H 0.894 1.142 0.797  0.2079
H -0.902 1.475 -0.942  0.2100
H -0.269 0.097 -1.855  0.2245
H 0.701 1.575 -1.685  0.2136
H 1.733 -1.262 -0.914  0.2240
H 2.410 -0.840 0.671  0.2113
H 2.662 0.235 -0.716  0.2117

Results
HOMO energy	-8.795	eV
energy above the lowest of the compared OMol25 structures with the same formula, charge and spin	45.0	kcal/mol
frontier orbital gap	9.47	eV

[4]
Formula: C5H10O
Source: the OMol25 dataset
Level of theory: ωB97M-V with the def2-TZVPD basis set

Last column: natural (NBO) charge in e.
CARTESIAN COORDINATES (ANGSTROEM)
C 1.288 -0.922 0.058  -0.6320
C 0.354 0.054 0.649  -0.1557
C 0.457 1.502 0.198  -0.4796
C -0.980 1.096 -0.240  -0.3624
C -1.322 -0.508 -0.049  0.0040
O -1.271 -1.300 -1.208  -0.7215
H 1.023 -1.917 0.425  0.2001
H 1.173 -0.910 -1.035  0.2138
H 2.329 -0.708 0.299  0.2142
H 0.162 0.011 1.721  0.2072
H 0.553 2.290 0.971  0.2119
H 1.191 1.716 -0.598  0.2046
H -1.708 1.651 0.323  0.2197
H -1.049 1.162 -1.312  0.2351
H -1.466 -1.123 0.832  0.1744
H -0.733 -2.093 -1.033  0.4660

Results
HOMO energy	-7.253	eV
energy above the lowest of the compared OMol25 structures with the same formula, charge and spin	97.7	kcal/mol
frontier orbital gap	8.24	eV

[5]
Formula: C5H10O
Source: the OMol25 dataset
Level of theory: ωB97M-V with the def2-TZVPD basis set

Last column: natural (NBO) charge in e.
CARTESIAN COORDINATES (ANGSTROEM)
C 2.048 0.181 0.197  -0.6081
C 0.816 -0.209 -0.621  -0.4061
C -0.456 -0.248 0.204  0.2293
O -0.414 -1.139 1.290  -0.7063
C -1.226 1.011 0.444  -0.4333
C -1.796 -0.071 -0.445  -0.4472
H 2.949 0.173 -0.427  0.2068
H 2.200 -0.517 1.026  0.2176
H 1.942 1.186 0.621  0.2043
H 0.973 -1.199 -1.071  0.1988
H 0.676 0.496 -1.451  0.2028
H -0.743 -1.984 0.958  0.4683
H -1.672 1.134 1.425  0.2278
H -0.877 1.927 -0.026  0.2132
H -2.616 -0.652 -0.029  0.2172
H -1.849 0.090 -1.518  0.2149

Results
HOMO energy	-9.988	eV
energy above the lowest of the compared OMol25 structures with the same formula, charge and spin	22.7	kcal/mol
frontier orbital gap	11.02	eV

[6]
Formula: C5H10O
Source: the OMol25 dataset
Level of theory: ωB97M-V with the def2-TZVPD basis set

Last column: natural (NBO) charge in e.
CARTESIAN COORDINATES (ANGSTROEM)
C 0.444 2.306 0.820  -0.3620
C 0.832 1.148 0.317  -0.2186
C 0.266 0.471 -0.881  -0.0253
C -0.851 0.883 -1.483  -0.3854
C 1.073 -0.669 -1.434  -0.6322
H -0.384 2.829 0.365  0.1913
H 0.833 2.646 1.766  0.2040
H 1.606 0.535 0.768  0.1953
H -1.364 0.211 -2.159  0.1941
H -1.244 1.882 -1.360  0.1939
H 0.466 -1.244 -2.126  0.2165
H 1.978 -0.305 -1.907  0.2251
H 1.339 -1.349 -0.617  0.2031
O -1.719 -3.149 2.983  -0.9559
H -2.336 -3.473 2.330  0.4778
H -0.941 -2.723 2.618  0.4782

Results
HOMO energy	-8.768	eV
energy above the lowest of the compared OMol25 structures with the same formula, charge and spin	40.9	kcal/mol
frontier orbital gap	9.45	eV

[7]
Formula: C5H10O
Source: the OMol25 dataset
Level of theory: ωB97M-V with the def2-TZVPD basis set

Last column: natural (NBO) charge in e.
CARTESIAN COORDINATES (ANGSTROEM)
C -1.070 0.342 0.108  -0.4320
C -1.076 -1.167 0.396  -0.3992
C 0.375 -1.095 0.854  -0.2329
C 1.263 -0.790 -0.307  -0.4163
C 0.508 0.325 0.370  -0.2342
H -1.561 0.924 0.897  0.2173
H -1.625 0.614 -0.815  0.2044
H -1.798 -1.488 1.144  0.2139
H -1.196 -1.764 -0.515  0.2011
H 0.742 -1.458 1.804  0.2185
H 2.332 -0.856 -0.098  0.2274
H 1.018 -1.097 -1.322  0.2107
H 1.120 1.104 0.833  0.2230
O 0.505 2.180 -1.477  -0.9349
H -0.085 1.481 -1.172  0.4768
H 0.549 2.746 -0.700  0.4565

Results
HOMO energy	-9.762	eV
energy above the lowest of the compared OMol25 structures with the same formula, charge and spin	57.2	kcal/mol
frontier orbital gap	10.78	eV

[8]
Formula: C5H10O
Source: the OMol25 dataset
Level of theory: ωB97M-V with the def2-TZVPD basis set

Last column: natural (NBO) charge in e.
CARTESIAN COORDINATES (ANGSTROEM)
O 1.030 0.744 1.809  -0.7142
C 0.682 0.891 0.437  0.0938
C -0.841 0.925 0.214  -0.4356
C -1.210 -0.527 -0.107  -0.4055
C -0.067 -0.970 -1.029  -0.4055
C 1.177 -0.320 -0.395  -0.4396
H 0.516 0.009 2.172  0.4558
H 1.160 1.830 0.142  0.1836
H -1.351 1.346 1.086  0.2199
H -1.081 1.556 -0.650  0.2065
H -2.203 -0.639 -0.551  0.2155
H -1.194 -1.134 0.809  0.1860
H 0.030 -2.058 -1.104  0.2115
H -0.240 -0.592 -2.045  0.1979
H 1.635 -0.997 0.334  0.2131
H 1.955 -0.064 -1.123  0.2167

Results
HOMO energy	-10.030	eV
energy above the lowest of the compared OMol25 structures with the same formula, charge and spin	4.0	kcal/mol
frontier orbital gap	11.08	eV

[9]
Formula: C5H10O
Source: the OMol25 dataset
Level of theory: ωB97M-V with the def2-TZVPD basis set

Last column: natural (NBO) charge in e.
CARTESIAN COORDINATES (ANGSTROEM)
C -0.749 0.131 1.768  -0.6140
C -0.998 -0.483 0.381  -0.4232
C 0.015 0.186 -0.524  0.2204
O -0.381 1.469 -0.951  -0.7089
C 1.445 0.205 -0.121  -0.4418
C 0.979 -0.476 -1.439  -0.4361
H -0.724 -0.598 2.582  0.2068
H -1.440 0.941 2.008  0.2141
H 0.252 0.573 1.705  0.2139
H -1.996 -0.274 -0.026  0.2135
H -0.880 -1.576 0.382  0.2080
H -0.874 1.356 -1.772  0.4667
H 1.927 1.178 -0.021  0.2339
H 1.766 -0.510 0.640  0.2132
H 1.033 -0.078 -2.457  0.2187
H 1.098 -1.554 -1.396  0.2148

Results
HOMO energy	-10.046	eV
energy above the lowest of the compared OMol25 structures with the same formula, charge and spin	35.4	kcal/mol
frontier orbital gap	11.05	eV

[10]
Formula: C5H10O
Source: the OMol25 dataset
Level of theory: ωB97M-V with the def2-TZVPD basis set

Last column: natural (NBO) charge in e.
CARTESIAN COORDINATES (ANGSTROEM)
C -1.582 0.091 1.340  -0.7246
C -0.789 -0.762 0.375  0.6067
O -0.914 -1.968 0.378  -0.5470
C 0.139 -0.080 -0.641  -0.3277
C 1.343 -0.982 -0.925  -0.6017
C 0.575 1.332 -0.248  -0.6085
H -0.940 0.776 1.898  0.2289
H -2.296 0.703 0.779  0.2319
H -2.122 -0.561 2.028  0.2386
H -0.462 -0.012 -1.562  0.2239
H 1.018 -2.009 -1.102  0.2371
H 2.025 -0.989 -0.067  0.2029
H 1.903 -0.627 -1.796  0.2071
H 1.208 1.306 0.648  0.2050
H -0.269 2.002 -0.051  0.2106
H 1.163 1.779 -1.055  0.2168

Results
HOMO energy	-9.509	eV
energy above the lowest of the compared OMol25 structures with the same formula, charge and spin	1.3	kcal/mol
frontier orbital gap	10.43	eV

[11]
Formula: C5H10O
Source: the OMol25 dataset
Level of theory: ωB97M-V with the def2-TZVPD basis set

Last column: natural (NBO) charge in e.
CARTESIAN COORDINATES (ANGSTROEM)
C -1.565 -0.152 0.912  -0.3716
C -0.273 -0.088 1.218  -0.2167
C 0.777 -1.018 0.648  -0.4410
C 1.132 -0.554 -0.781  -0.5060
C 1.029 0.952 -0.814  0.4549
O 0.414 1.582 -1.640  -0.5279
H -1.967 -0.925 0.258  0.1957
H -2.278 0.578 1.284  0.2080
H 0.080 0.719 1.860  0.2033
H 1.668 -1.007 1.285  0.2130
H 0.399 -2.046 0.637  0.2245
H 2.149 -0.841 -1.083  0.2305
H 0.440 -0.956 -1.528  0.2269
H 1.562 1.481 0.006  0.1072
H -2.047 1.014 -0.901  -0.0433
H -1.520 1.260 -1.363  0.0424

Results
HOMO energy	-9.740	eV
energy above the lowest of the compared OMol25 structures with the same formula, charge and spin	57.1	kcal/mol
frontier orbital gap	10.74	eV

[12]
Formula: C5H10O
Source: the OMol25 dataset
Level of theory: ωB97M-V with the def2-TZVPD basis set

Last column: natural (NBO) charge in e.
CARTESIAN COORDINATES (ANGSTROEM)
C 1.733 0.519 0.514  -0.6021
C 0.874 0.176 -0.700  -0.4200
C -0.576 -0.086 -0.321  0.2081
C -0.947 -1.516 -0.015  -0.6312
C -1.343 1.022 0.264  -0.1124
O -1.559 0.611 -1.076  -0.4950
H 1.615 -0.228 1.306  0.2028
H 1.426 1.484 0.925  0.2034
H 2.797 0.579 0.263  0.2128
H 1.280 -0.706 -1.210  0.2044
H 0.895 0.992 -1.429  0.2208
H -1.309 -1.981 -0.935  0.2267
H -0.091 -2.095 0.342  0.2122
H -1.740 -1.588 0.733  0.2155
H -0.887 2.004 0.393  0.1762
H -2.167 0.813 0.945  0.1778

Results
HOMO energy	-10.072	eV
energy above the lowest of the compared OMol25 structures with the same formula, charge and spin	27.0	kcal/mol
frontier orbital gap	11.08	eV

Calculated values (eV/Å) of maximum force for the records, taken in order: 4.81; 1.10; 4.76; 4.65; 0.33; 1.45; 0.91; 0.32; 0.75; 0.37; 0.68; 0.46.